Entry 1:
The following is a DFT calculation (wB97M-V/def2-TZVPD) of C35H35BiBr2N4SSb2 as an isolated structure.

The geometry in ORCA input format:
```
! RIJCOSX wB97M-V def2-TZVPD def2/J DEFGRID3
* xyz 2 1
Bi -0.721 0.284 1.706
N -1.815 4.722 1.364
C -1.300 3.516 1.592
S -2.408 2.257 2.083
N -0.005 3.377 1.475
N 0.546 2.203 1.821
C 1.756 2.226 2.265
C 2.422 1.111 2.907
C 3.667 1.310 3.496
C 4.253 0.260 4.185
C 3.578 -0.948 4.272
C 2.334 -1.055 3.667
N 1.766 -0.057 2.999
H -2.794 4.898 1.501
H -1.203 5.492 1.148
H 2.275 3.179 2.251
H 4.159 2.270 3.415
H 5.222 0.385 4.649
H 4.009 -1.793 4.789
H 1.759 -1.974 3.719
C 1.432 -1.180 -2.200
C 0.018 -1.164 -2.761
C -0.584 0.242 -2.720
Sb -1.865 0.629 -1.011
C -3.499 -0.571 -1.677
C -3.539 -1.909 -1.300
C -4.515 -2.736 -1.837
C -5.447 -2.224 -2.730
C -5.401 -0.885 -3.094
C -4.418 -0.052 -2.579
C -2.299 2.675 -1.433
C -1.240 3.480 -1.840
C -1.465 4.817 -2.133
C -2.744 5.344 -2.019
C -3.796 4.541 -1.601
C -3.578 3.205 -1.296
Sb 1.562 -0.728 -0.066
C 3.556 0.014 -0.288
C 3.602 1.371 -0.602
C 4.780 1.944 -1.056
C 5.908 1.152 -1.223
C 5.870 -0.192 -0.885
C 4.697 -0.766 -0.410
C 1.370 -2.806 0.416
C 2.313 -3.753 0.027
C 1.997 -5.103 0.058
C 0.736 -5.518 0.466
C -0.197 -4.582 0.884
C 0.116 -3.231 0.853
H 2.060 -0.456 -2.720
H 1.886 -2.167 -2.294
H -0.615 -1.884 -2.231
H 0.055 -1.500 -3.800
H -1.258 0.418 -3.559
H 0.200 1.000 -2.764
H -2.821 -2.313 -0.593
H -4.546 -3.780 -1.555
H -6.210 -2.869 -3.143
H -6.132 -0.482 -3.782
H -4.366 0.986 -2.886
H -0.241 3.071 -1.940
H -0.646 5.444 -2.460
H -2.923 6.381 -2.270
H -4.793 4.955 -1.521
H -4.398 2.580 -0.963
H 2.708 1.982 -0.504
H 4.815 2.999 -1.292
H 6.813 1.582 -1.632
H 6.751 -0.808 -1.007
H 4.686 -1.813 -0.137
H 3.299 -3.447 -0.302
H 2.733 -5.831 -0.257
H 0.489 -6.571 0.460
H -1.176 -4.895 1.224
H -0.634 -2.518 1.182
Br -1.591 -2.729 4.492
C -3.468 -2.790 4.029
Br -3.703 -2.401 2.154
H -3.997 -2.038 4.600
H -3.845 -3.785 4.222
*
```

## Properties
LUMO energy: -6.37 eV
Orbital gap: 7.22 eV
Electronic energy: -7814.494035 Eh

These are the Löwdin partial charges, in e, on atoms 1 to 5: number 1, Bi, carries 1.116; number 2, N, carries 0.133; number 3, C, carries -0.863; number 4, S, carries 0.497; number 5, N, carries -0.006

Entry 2:
The following is a DFT calculation (wB97M-V/def2-TZVPD) of an isolated ion of composition C10H17N2O and charge +1.

The geometry in ORCA input format:
```
! RIJCOSX wB97M-V def2-TZVPD def2/J DEFGRID3
* xyz 1 1
C -1.194 -0.297 4.000
C -0.534 -1.043 3.036
C -1.465 0.940 3.440
C -0.412 -0.244 1.887
C 0.204 -0.662 0.684
C -0.875 1.113 -0.934
C 1.562 1.136 -0.310
C -0.579 -1.402 -2.193
C 1.511 -0.329 -2.750
C 0.335 0.259 -0.575
N -0.999 0.966 2.182
N 0.632 -0.753 -1.657
O 0.734 -1.769 0.564
H -1.449 -0.611 4.991
H -0.170 -2.047 3.119
H -1.957 1.788 3.875
H -0.862 1.359 -1.994
H -1.816 0.620 -0.702
H -0.838 2.063 -0.408
H 1.739 1.833 -1.125
H 2.452 0.532 -0.146
H 1.400 1.716 0.596
H -1.120 -0.732 -2.857
H -0.289 -2.288 -2.756
H -1.229 -1.717 -1.380
H 1.075 0.519 -3.278
H 2.495 -0.056 -2.381
H 1.628 -1.150 -3.454
H -1.067 1.761 1.569
H 1.087 -1.503 -1.042
*
```

## Properties
LUMO energy: -3.29 eV
Orbital gap: 8.94 eV
Electronic energy: -575.763087 Eh
SMILES: C[NH+](C)C(C)(C)C(=O)c1ccc[nH]1

These are the Löwdin partial charges, in e, on atoms 1 to 5: number 1, C, carries -0.040; number 2, C, carries 0.027; number 3, C, carries -0.059; number 4, C, carries -0.195; number 5, C, carries -0.278

Entry 3:
The following is a DFT calculation (wB97M-V/def2-TZVPD) of C24H27HoNOSi as an isolated structure.

The geometry in ORCA input format:
```
! RIJCOSX wB97M-V def2-TZVPD def2/J DEFGRID3
* xyz 1 5
C -1.279 -0.606 1.933
C -1.187 -1.791 1.129
C 0.200 -2.146 1.026
H -2.029 -2.359 0.730
C 0.967 -1.159 1.734
C 0.049 -0.214 2.299
H 0.311 0.570 3.015
H -2.199 -0.145 2.297
H 0.603 -3.037 0.545
H 2.039 -1.197 1.932
Ho -0.073 0.042 -0.153
C 1.267 -0.787 -1.988
H 2.248 -1.132 -1.643
H 1.418 -0.041 -2.772
H 0.740 -1.650 -2.416
Si 2.752 -1.925 -5.449
C 1.294 -2.779 -6.192
C 0.576 -3.714 -5.432
H 0.896 -3.957 -4.413
C -0.552 -4.344 -5.974
H -1.101 -5.069 -5.377
C -0.967 -4.042 -7.277
H -1.848 -4.532 -7.696
C -0.250 -3.113 -8.039
H -0.571 -2.880 -9.056
C 0.876 -2.480 -7.503
H 1.441 -1.757 -8.095
C 3.818 -3.131 -4.542
C 4.070 -4.417 -5.048
H 3.640 -4.725 -6.006
C 4.869 -5.313 -4.327
H 5.052 -6.312 -4.723
C 5.428 -4.928 -3.102
H 6.050 -5.628 -2.541
C 5.190 -3.644 -2.602
H 5.620 -3.341 -1.646
C 4.404 -2.740 -3.325
H 4.229 -1.731 -2.943
H 2.298 -0.831 -4.592
H 3.591 -1.357 -6.552
O 1.585 1.491 0.106
C 1.417 2.789 0.792
C -0.054 3.133 0.837
C -0.521 4.384 1.234
C -1.895 4.630 1.220
C -2.765 3.607 0.837
C -2.249 2.370 0.473
N -0.905 2.160 0.438
H 2.489 1.373 -0.250
H 1.830 2.690 1.806
H 1.979 3.541 0.223
H 0.220 5.124 1.537
H -2.279 5.602 1.506
H -3.842 3.748 0.821
H -2.877 1.521 0.189
*
```

## Properties
LUMO energy (alpha / beta): -3.55 / -3.55 eV
Orbital gap (alpha / beta): 7.09 / 7.09 eV
Electronic energy: -2298.062638 Eh

These are the Löwdin partial charges, in e, on atoms 1 to 5: number 1, C, carries -0.217; number 2, C, carries -0.197; number 3, C, carries -0.187; number 4, H, carries 0.115; number 5, C, carries -0.201

Entry 4:
The following is a DFT calculation (wB97M-V/def2-TZVPD) of C10H14CdCl2 as an isolated structure.

The geometry in ORCA input format:
```
! RIJCOSX wB97M-V def2-TZVPD def2/J DEFGRID3
* xyz 2 1
Cd -1.104 -0.057 -1.186
C -0.375 3.005 0.569
C 0.174 1.614 0.468
C 0.720 1.151 -0.779
C 1.438 -0.100 -0.845
C 2.214 -0.460 -2.077
C 1.467 -0.897 0.296
C 0.902 -0.472 1.508
C 0.994 -1.337 2.725
C 0.259 0.774 1.570
H -0.828 3.345 -0.362
H 0.454 3.685 0.781
H -1.093 3.101 1.381
H 0.828 1.856 -1.600
H 1.838 0.039 -2.970
H 2.253 -1.535 -2.240
H 3.243 -0.118 -1.935
H 1.999 -1.841 0.262
H 0.158 -2.042 2.748
H 0.951 -0.745 3.636
H 1.911 -1.923 2.723
H -0.141 1.112 2.519
Cl -2.814 -1.123 -2.817
C -3.795 -1.730 -1.461
Cl -3.062 -1.195 0.086
H -3.801 -2.814 -1.474
H -4.786 -1.294 -1.526
*
```

## Properties
LUMO energy: -8.80 eV
Orbital gap: 8.19 eV
Electronic energy: -1476.937335 Eh

These are the Löwdin partial charges, in e, on atoms 1 to 5: number 1, Cd, carries 1.353; number 2, C, carries -0.021; number 3, C, carries -0.315; number 4, C, carries -0.167; number 5, C, carries -0.333